DFT (wB97M-V/def2-TZVPD) results for C15H18Cl3N7Pd as an isolated structure.

**Energy relative to the best compared isomer or geometry (same formula, charge and spin)**: 0.932 eV
**Orbital gap**: 8.0 eV
**E_LUMO**: -7.786 eV
**HOMO**: -0.580 Ha

ORCA input file:
```
! RIJCOSX wB97M-V def2-TZVPD def2/J DEFGRID3
* xyz 2 1
Pd -0.08 0.46 0.10
N -2.81 -1.42 0.09
C -1.78 -2.01 -0.52
N -1.97 -3.22 -1.02
C -0.93 -3.77 -1.64
N -1.07 -4.98 -2.16
N 0.29 -3.17 -1.81
C 0.40 -1.99 -1.29
N -0.59 -1.35 -0.62
C 1.71 -1.28 -1.46
C 2.76 -1.89 -2.12
C 3.97 -1.20 -2.20
C 4.08 0.05 -1.63
C 2.98 0.60 -0.99
N 1.81 -0.05 -0.92
H -3.68 -1.91 0.13
H -2.76 -0.46 0.41
H -1.94 -5.47 -2.06
H -0.30 -5.42 -2.63
H 2.63 -2.87 -2.54
H 4.81 -1.66 -2.71
H 5.01 0.61 -1.67
H 3.02 1.58 -0.55
Cl -1.11 4.45 -3.98
C -2.02 4.11 -2.52
Cl -1.92 5.45 -1.37
Cl -3.69 3.70 -2.87
C -1.40 2.94 -1.87
N -0.91 2.02 -1.39
C 0.12 0.53 4.13
C -0.27 1.04 2.74
C 0.77 2.02 2.16
C -1.66 1.75 2.81
C -0.47 -0.05 1.79
H 0.18 1.37 4.82
H 1.09 0.03 4.12
H -0.63 -0.17 4.51
H 0.82 2.91 2.80
H 0.49 2.41 1.16
H 1.76 1.57 2.11
H -1.56 2.55 3.54
H -2.44 1.07 3.17
H -1.95 2.17 1.85
H -0.76 -1.06 2.09
*
```

=====

DFT (wB97M-V/def2-TZVPD) results for a 3-piece molecular cluster, C15H18F5NOPS overall at a distorted geometry.

**Orbital gap**: 6.4 eV
**E_LUMO**: -4.682 eV
**HOMO**: -0.406 Ha

ORCA input file:
```
! RIJCOSX wB97M-V def2-TZVPD def2/J DEFGRID3
* xyz 1 1
N -2.41 -3.22 1.58
P -0.87 -3.15 1.68
S -0.04 -3.92 -0.21
C 0.03 -2.60 -1.49
C -0.11 -1.17 -0.97
O 1.09 -0.72 -0.39
C -0.49 -0.19 -2.08
F 0.55 0.34 -2.62
F -1.21 -0.78 -3.00
F -1.21 0.75 -1.56
H -2.80 -3.82 2.30
H -0.38 -3.92 2.76
H -0.38 -1.84 1.82
H 1.25 -4.22 0.05
H -0.68 -2.86 -2.26
H 1.01 -2.69 -1.93
H -0.90 -1.08 -0.23
H 1.15 -1.14 0.48
F -1.68 0.26 1.67
C -2.94 0.73 1.87
C -3.15 1.64 2.88
C -4.44 2.13 3.08
C -5.48 1.68 2.28
C -5.24 0.76 1.27
C -3.96 0.28 1.06
H -2.32 1.97 3.50
H -4.62 2.85 3.86
H -6.48 2.06 2.44
H -6.05 0.42 0.65
H -3.75 -0.43 0.27
F 7.11 0.97 -0.69
C 5.91 1.40 -1.13
C 5.81 2.63 -1.75
C 4.58 3.06 -2.20
C 3.45 2.27 -2.02
C 3.56 1.04 -1.38
C 4.80 0.60 -0.94
H 6.70 3.23 -1.88
H 4.49 4.02 -2.70
H 2.48 2.61 -2.37
H 2.69 0.43 -1.23
H 4.91 -0.36 -0.45
*
```

=====

DFT (wB97M-V/def2-TZVPD) results for the molecule C15H18N2O2 at a distorted geometry.

**Energy relative to the best compared isomer or geometry (same formula, charge and spin)**: 3.859 eV
**SMILES**: Cc1ccc(C)n1-c1ccc(O[C@H](C)C(N)=O)cc1
**Orbital gap**: 8.4 eV
**E_LUMO**: 0.695 eV
**HOMO**: -0.284 Ha

ORCA input file:
```
! RIJCOSX wB97M-V def2-TZVPD def2/J DEFGRID3
* xyz 0 1
C 1.89 -2.76 0.09
C 2.68 -1.85 -0.65
C 3.63 -2.14 -1.59
C 4.23 -0.92 -2.11
C 3.44 0.06 -1.61
C 3.69 1.56 -1.83
N 2.51 -0.48 -0.79
C 1.33 0.15 -0.40
C 0.41 0.33 -1.43
C -0.92 0.62 -1.23
C -1.47 0.46 0.02
O -2.87 0.71 0.02
C -3.55 0.24 1.15
C -5.01 0.23 0.75
C -3.37 0.97 2.45
N -3.09 2.33 2.60
O -3.24 0.34 3.50
C -0.60 0.25 1.12
C 0.75 0.11 0.90
H 0.90 -2.80 -0.32
H 1.77 -2.45 1.08
H 2.37 -3.70 0.04
H 4.07 -3.14 -1.71
H 5.14 -1.00 -2.74
H 3.09 1.77 -2.65
H 4.77 1.75 -2.06
H 3.55 2.31 -1.02
H 0.77 0.40 -2.38
H -1.64 0.69 -2.04
H -3.28 -0.77 1.42
H -5.31 1.19 0.29
H -5.78 0.16 1.56
H -5.21 -0.67 0.14
H -3.01 2.96 1.86
H -3.12 2.66 3.59
H -0.90 0.25 2.24
H 1.39 0.19 1.76
*
```

=====

DFT (wB97M-V/def2-TZVPD) results for the molecule C15H18N2O2S.

**Energy relative to the best compared isomer or geometry (same formula, charge and spin)**: 0.910 eV
**SMILES**: CCOC(=O)c1ccc(/N=c2/scc(C)n2CC)cc1
**Orbital gap**: 8.3 eV
**E_LUMO**: 0.657 eV
**HOMO**: -0.280 Ha

ORCA input file:
```
! RIJCOSX wB97M-V def2-TZVPD def2/J DEFGRID3
* xyz 0 1
C -6.51 -0.53 1.24
C -5.76 -0.14 -0.02
O -4.38 -0.46 0.16
C -3.58 -0.24 -0.90
O -3.99 0.21 -1.94
C -2.18 -0.61 -0.63
C -1.25 -0.48 -1.67
C 0.07 -0.80 -1.48
C 0.51 -1.26 -0.22
N 1.79 -1.68 -0.02
C 2.93 -1.15 -0.17
S 4.36 -2.18 -0.17
C 5.38 -0.76 -0.28
C 4.67 0.37 -0.31
C 5.24 1.75 -0.40
N 3.29 0.17 -0.27
C 2.34 1.24 -0.08
C 2.03 1.46 1.40
C -0.43 -1.41 0.81
C -1.75 -1.09 0.61
H -7.56 -0.30 1.12
H -6.12 0.01 2.09
H -6.40 -1.60 1.42
H -5.85 0.93 -0.22
H -6.13 -0.68 -0.90
H -1.60 -0.13 -2.63
H 0.78 -0.73 -2.29
H 6.44 -0.87 -0.31
H 4.91 2.24 -1.31
H 6.32 1.68 -0.42
H 4.95 2.36 0.45
H 2.75 2.15 -0.52
H 1.42 0.99 -0.61
H 1.58 0.57 1.83
H 2.94 1.69 1.96
H 1.33 2.28 1.51
H -0.09 -1.79 1.76
H -2.46 -1.19 1.41
*
```

=====

DFT (wB97M-V/def2-TZVPD) results for the molecule C15H18N2O5S.

**Energy relative to the best compared isomer or geometry (same formula, charge and spin)**: 0.949 eV
**SMILES**: CCN(C(=O)Cn1c(=O)oc2ccccc21)[C@H]1CCS(=O)(=O)C1
**Orbital gap**: 9.4 eV
**E_LUMO**: 0.481 eV
**HOMO**: -0.329 Ha

ORCA input file:
```
! RIJCOSX wB97M-V def2-TZVPD def2/J DEFGRID3
* xyz 0 1
C 1.09 1.53 -2.18
C 1.07 0.40 -1.15
N 1.31 0.86 0.21
C 0.33 1.31 1.03
O 0.56 1.72 2.15
C -1.11 1.37 0.49
N -1.77 0.08 0.46
C -1.29 -1.11 0.95
O -0.19 -1.32 1.37
O -2.26 -2.05 0.83
C -3.36 -1.46 0.29
C -4.59 -2.01 0.00
C -5.54 -1.16 -0.55
C -5.27 0.18 -0.78
C -4.03 0.74 -0.48
C -3.08 -0.11 0.06
C 2.64 0.82 0.82
C 2.76 -0.37 1.81
C 2.91 -1.64 1.01
S 4.01 -1.14 -0.34
O 3.50 -1.57 -1.62
O 5.37 -1.48 -0.05
C 3.78 0.68 -0.15
H 2.06 2.02 -2.21
H 0.34 2.30 -1.95
H 0.88 1.13 -3.16
H 0.10 -0.11 -1.19
H 1.82 -0.34 -1.42
H -1.65 2.03 1.17
H -1.14 1.80 -0.52
H -4.79 -3.05 0.18
H -6.51 -1.55 -0.80
H -6.03 0.81 -1.20
H -3.82 1.78 -0.66
H 2.72 1.75 1.40
H 1.87 -0.40 2.44
H 3.63 -0.20 2.43
H 1.96 -1.98 0.60
H 3.39 -2.44 1.57
H 4.71 1.05 0.28
H 3.63 1.12 -1.13
*
```

=====

DFT (wB97M-V/def2-TZVPD) results for C15H18N3O9V as an isolated structure at a distorted geometry.

**Energy relative to the best compared isomer or geometry (same formula, charge and spin)**: 6.065 eV
**Orbital gap**: 2.7 eV
**E_LUMO**: -4.228 eV
**HOMO**: -0.254 Ha

ORCA input file:
```
! RIJCOSX wB97M-V def2-TZVPD def2/J DEFGRID3
* xyz 0 1
O -0.77 -3.46 -2.59
V -1.79 -2.55 -3.45
O -2.42 -3.39 -4.59
C -4.58 3.14 -0.94
C -3.27 3.43 -1.69
O -2.61 2.29 -2.07
H -5.02 4.12 -0.74
H -4.39 2.76 0.06
H -5.20 2.43 -1.48
H -2.65 4.10 -1.10
H -3.55 4.05 -2.54
C 1.86 2.39 -7.33
N 1.79 0.98 -7.64
O 1.61 0.28 -6.68
O 1.85 0.60 -8.78
H 2.72 2.77 -7.88
H 1.94 2.59 -6.26
H 1.03 2.82 -7.90
C 5.55 0.83 -0.06
C 6.50 -0.11 0.18
C 7.78 0.17 0.57
C 8.17 1.45 0.76
C 7.22 2.51 0.49
C 5.92 2.16 0.12
N 9.60 1.80 1.02
O 10.50 1.02 0.69
O 9.78 2.82 1.59
H 4.50 0.68 -0.29
H 6.18 -1.13 -0.02
H 8.59 -0.54 0.61
H 7.60 3.51 0.60
H 5.13 2.89 0.09
C -5.35 -3.81 6.62
C -6.64 -3.48 6.23
C -6.89 -3.20 4.90
C -5.81 -3.08 3.98
C -4.50 -3.27 4.44
C -4.28 -3.74 5.73
N -6.11 -3.02 2.55
O -7.23 -2.82 2.17
O -5.16 -3.17 1.81
H -5.16 -4.09 7.65
H -7.53 -3.36 6.85
H -7.86 -3.08 4.45
H -3.66 -3.08 3.80
H -3.36 -4.19 6.09
*
```